No. 1
C4H2N3S | ωB97M-V/def2-TZVPD

Geometry (Å):
C  2.94748  -1.74828  0.18692
C  0.76885  -0.39939  -0.08377
C  -0.57371  -0.77261  -0.15027
C  1.79465  -1.17792  0.15146
N  4.01249  -2.25439  0.09080
N  -1.04443  -3.04438  -0.50852
N  -1.07542  -1.89310  -0.28471
S  -3.52238  -1.19371  0.23760
H  0.77558  0.73466  0.10405
H  -1.21226  0.14952  -0.09671

Values from the calculation:
Kohn-Sham gap (spin up / spin down) ... 6.37 / 5.71 eV
Largest force on an atom ... 8.803 eV Å⁻¹
Energy relative to the best compared isomer or geometry (same formula, charge and spin) ... 486.3 kJ/mol
Charge ... -1
Electronic energy ... -715.890855 a.u.
HOMO energy (spin up / spin down) ... -0.124 / -0.138 hartree

---

No. 2
C3H7NO2S | ωB97M-V/def2-TZVPD

Geometry (Å):
C  0.40139  0.29157  -0.04581
C  0.71550  -1.60046  1.59181
C  1.22427  -0.91293  0.28627
N  -2.38586  1.78889  -2.41429
O  0.43259  0.84524  -1.10973
O  -2.17383  1.88415  0.00894
S  -1.60361  2.31188  -1.25886
H  -0.22097  0.51780  0.82512
H  1.74563  -1.90588  1.97013
H  -0.03661  -2.42585  1.36744
H  0.30415  -0.80504  2.16697
H  1.40683  -1.49350  -0.55922
H  2.21216  -0.47695  0.54096
H  -2.02164  1.98108  -3.36972

Values from the calculation:
Kohn-Sham gap ... 10.20 eV
Largest force on an atom ... 3.057 eV Å⁻¹
Energy relative to the best compared isomer or geometry (same formula, charge and spin) ... 272.4 kJ/mol
Electronic energy ... -721.858879 a.u.
HOMO energy ... -0.360 hartree

---

No. 3
C25H73O15 | ωB97M-V/def2-TZVPD

Geometry (Å):
O  -0.29840  -0.05608  0.46648
C  0.51867  -0.09379  -0.56996
O  1.15082  -1.13806  -0.79458
O  0.57248  0.94482  -1.30832
H  -0.69486  0.81715  0.50992
C  3.60412  1.50488  -2.63225
C  3.12859  0.45535  -3.59324
O  1.70629  0.69851  -3.74498
H  4.67670  1.40983  -2.46307
H  3.14928  1.33978  -1.65554
H  3.44477  2.55314  -2.88495
H  3.36906  -0.56948  -3.31039
H  3.67239  0.67445  -4.51214
H  1.32102  0.77078  -2.86865
C  1.30562  5.87584  -0.43597
C  0.96451  4.49927  -1.01309
O  1.70766  3.46207  -0.37967
H  0.81083  6.70479  -0.94206
H  2.36771  6.10625  -0.51951
H  1.02370  5.89940  0.61668
H  1.18163  4.45584  -2.08036
H  -0.09699  4.31610  -0.84645
H  1.32961  2.64230  -0.70624
C  0.47231  -3.83617  -4.97001
C  0.78855  -2.80631  -3.87860
O  -0.06844  -3.04523  -2.79861
H  -0.53956  -3.69734  -5.35073
H  0.62492  -4.85030  -4.60076
H  1.15653  -3.77874  -5.81656
H  0.65887  -1.79589  -4.26632
H  1.79959  -2.88826  -3.47962
H  0.05419  -2.31367  -2.18920
C  -3.65406  -2.64345  2.12271
C  -3.80142  -1.22371  1.54156
O  -4.90322  -1.31005  0.63453
H  -4.51001  -2.97528  2.71037
H  -2.83385  -2.64286  2.84058
H  -3.51781  -3.39435  1.34445
H  -2.89934  -1.00048  0.97190
H  -3.97016  -0.56685  2.39488
H  -5.72636  -1.50318  1.08922
C  -1.74414  4.25409  -4.05953
C  -1.56007  2.77176  -3.64637
O  -1.46000  2.71521  -2.23193
H  -0.83003  4.79963  -3.82527
H  -2.51211  4.60409  -3.36974
H  -1.95772  4.37491  -5.12155
H  -0.75644  2.28298  -4.19716
H  -2.47669  2.23922  -3.89993
H  -0.79832  2.04947  -2.03051
C  0.51577  3.67163  2.80371
C  -0.01834  3.74238  4.21468
O  0.54291  2.67069  4.94591
H  0.29365  2.65958  2.46529
H  1.58530  3.87957  2.83468
H  0.01726  4.38781  2.15051
H  -1.10787  3.71960  4.19225
H  0.12014  4.74434  4.62090
H  0.44735  1.86432  4.43381
C  3.47326  0.85118  1.92793
C  3.83239  -0.61760  1.96209
O  2.60724  -1.28173  1.77103
H  4.37695  1.46016  1.90374
H  2.98188  1.12216  2.86239
H  2.86655  1.12864  1.06595
H  4.30719  -0.89675  2.90270
H  4.52073  -0.88156  1.15922
H  2.34743  -1.20675  0.84990
C  -3.75371  2.71063  2.07313
C  -3.35876  2.47238  0.63310
O  -1.98146  2.53623  0.56197
H  -3.27986  1.92986  2.66809
H  -4.83453  2.71129  2.21431
H  -3.38025  3.68636  2.38389
H  -3.72586  3.20936  -0.08119
H  -3.64725  1.47470  0.30217
H  -1.75445  2.67102  -0.36101
C  4.35354  -4.53914  -0.42873
C  3.23698  -3.82226  -1.09862
O  3.61508  -2.45451  -1.18032
H  5.31096  -4.41801  -0.93545
H  4.15874  -5.59514  -0.24161
H  4.61254  -4.05995  0.51541
H  2.32689  -3.97628  -0.51886
H  3.12881  -4.27621  -2.08367
H  2.79712  -1.95201  -1.17402
C  -2.56058  -0.84836  -2.59005
C  -3.41406  -2.10960  -2.49799
O  -3.35196  -2.76958  -1.23116
H  -2.64872  -0.40167  -3.58041
H  -1.50795  -1.08251  -2.43118
H  -2.82823  -0.11759  -1.82687
H  -2.92925  -2.80624  -3.18191
H  -4.40421  -1.89912  -2.90224
H  -3.93421  -2.28870  -0.63843
C  -0.97641  -0.92711  4.86176
C  -0.64082  -0.21774  3.56320
O  0.66848  0.20411  3.73327
H  -0.93122  -0.24664  5.71207
H  -0.28746  -1.73763  5.09951
H  -1.98507  -1.34024  4.86745
H  -1.24637  0.67662  3.41646
H  -0.77739  -0.88080  2.70892
H  1.17256  -0.02718  2.94969
C  -0.35620  -4.90023  2.97125
C  0.48162  -3.91852  2.16561
O  -0.40690  -3.24588  1.37952
H  -0.95606  -5.52175  2.30643
H  -1.05537  -4.30654  3.56015
H  0.15534  -5.60853  3.62298
H  1.24405  -4.43002  1.57809
H  0.95573  -3.18458  2.81726
H  0.03575  -2.48213  1.00222

Values from the calculation:
Kohn-Sham gap ... 9.47 eV
Largest force on an atom ... 2.627 eV Å⁻¹
Energy relative to the best compared isomer or geometry (same formula, charge and spin) ... 61.4 kJ/mol
Charge ... -1
Electronic energy ... -2124.959059 a.u.
HOMO energy ... -0.259 hartree